one.
Entry from the OMol25 dataset: a 2-piece molecular cluster, C6H13P overall (ωB97M-V/def2-TZVPD).

Positions of all 20 atoms, in Å:
C  -1.08079  -1.59274  1.31460
C  -0.48300  -0.98818  0.29740
C  -0.59076  -1.75323  -0.99893
C  0.41845  1.24561  -1.34651
C  -0.56228  1.71822  1.09660
C  0.35477  0.95683  0.12572
P  1.91218  0.13025  0.93449
H  -1.00913  -1.20701  2.35810
H  -1.62665  -2.46375  1.24617
H  -0.79216  -1.23147  -1.85038
H  -1.44140  -2.50426  -1.09455
H  0.36775  -2.24566  -1.35795
H  -0.45450  1.04680  -1.86337
H  1.24889  0.88590  -1.80021
H  0.63508  2.24347  -1.44744
H  -1.47969  1.83898  0.75217
H  -0.08253  2.60535  1.24380
H  -0.52400  1.32290  2.17147
H  3.04825  0.89792  0.30824
H  2.14153  -0.90595  -0.08943

Kohn-Sham gap = 9.78 eV
Highest occupied orbital energy = -8.93 eV
Charge = 0

***

two.
Entry from the OMol25 dataset: a 2-piece molecular cluster, C6H13P overall (ωB97M-V/def2-TZVPD).

Positions of all 20 atoms, in Å:
C  0.14953  2.01314  -0.27448
P  0.69220  0.38190  -1.06964
C  -0.20466  -0.93050  -0.09079
C  2.27814  0.20048  -0.31287
C  3.38382  0.55900  0.30364
C  3.32826  -0.90047  0.04248
H  -0.37773  2.52234  -1.03905
H  -0.14545  2.00181  0.79778
H  1.06960  2.70126  -0.40752
H  -1.24843  -0.91158  -0.51300
H  0.24885  -1.92644  -0.27238
H  -0.29298  -0.70971  0.90909
H  3.60418  1.28380  1.00998
H  2.96402  -1.65445  0.88672
H  3.88337  -1.40867  -0.71871
C  -3.81534  -0.63789  0.16275
H  -4.53199  -1.44993  0.31104
H  -4.26290  -0.25180  -0.69110
H  -2.77627  -0.90235  -0.03715
H  -3.94623  0.02006  1.00322

Kohn-Sham gap = 9.29 eV
SMILES = CP(C)C1=CC1.C
Highest occupied orbital energy = -8.39 eV
Charge = 0

***

three.
Entry from the OMol25 dataset: C6H13P as an isolated structure (ωB97M-V/def2-TZVPD).

Positions of all 20 atoms, in Å:
C  3.19921  -0.90527  0.09105
C  -1.02311  1.70101  -0.03973
C  -0.25008  -0.36718  -1.40315
C  -1.96295  -0.56726  0.40800
C  0.37201  -0.11929  0.92073
C  -0.73219  0.18113  -0.00922
P  2.52420  0.62878  0.11895
H  4.31668  -0.99125  -0.07309
H  2.73632  -1.66203  0.61444
H  -2.02250  1.93850  -0.52699
H  -0.20735  1.97965  -0.78128
H  -0.94585  2.18080  0.93981
H  -1.05901  -0.56921  -1.98765
H  0.53632  -1.10850  -1.10319
H  0.37209  0.34629  -1.81957
H  -1.72231  -1.69495  0.44221
H  -2.28164  -0.24865  1.48061
H  -2.89076  -0.26934  -0.21012
H  0.47279  0.69414  1.71358
H  0.56813  -1.14738  1.22461

Kohn-Sham gap = 8.66 eV
Highest occupied orbital energy = -8.45 eV
Charge = 0

***

Preferred: three; penalty for the next structure: 0.252 eV.

***

one.
Entry from the OMol25 dataset: one molecule with the formula C6H7N3 (ωB97M-V/def2-TZVPD).

Positions of all 16 atoms, in Å:
C  1.94905  -1.00172  -0.54362
C  0.80275  -1.25782  0.12548
C  -0.46498  -0.52560  -0.03239
C  -1.71448  -1.05816  0.10485
C  -2.61214  0.03959  -0.09373
N  -1.93633  1.16109  -0.29542
N  -0.66645  0.81036  -0.25201
N  0.27012  1.85806  -0.39972
C  1.21308  1.90927  0.45059
H  2.85095  -1.56509  -0.42080
H  1.95584  -0.18947  -1.27338
H  0.78345  -2.05348  0.88051
H  -1.97803  -2.09545  0.27009
H  -3.67183  0.05001  -0.12807
H  1.25711  1.25269  1.31557
H  1.96189  2.66573  0.29204

Kohn-Sham gap = 9.37 eV
SMILES = C=Cc1ccnn1N=C
Highest occupied orbital energy = -8.91 eV
Charge = 0

***

two.
Entry from the OMol25 dataset: one molecule with the formula C6H7N3 (ωB97M-V/def2-TZVPD).

Positions of all 16 atoms, in Å:
C  2.30678  -0.26648  -0.43919
N  0.96217  0.23807  -0.59900
N  0.68886  1.47533  -0.04403
C  -0.55294  1.57760  0.26644
C  -1.29448  0.28608  0.10821
C  -2.65477  0.23574  -0.37622
N  -3.73968  0.05571  -0.73732
C  -0.75580  -0.79683  1.01314
C  -0.15162  -0.64717  -0.37268
H  3.00992  0.53508  -0.70039
H  2.50730  -1.06289  -1.20179
H  2.54568  -0.61616  0.59353
H  -0.93814  2.53093  0.59294
H  -0.16043  -0.47410  1.86574
H  -1.44770  -1.65427  1.17685
H  -0.32513  -1.41663  -1.14622

Kohn-Sham gap = 9.72 eV
SMILES = CN1N=C[C@]2(C#N)C[C@H]12
Highest occupied orbital energy = -8.87 eV
Charge = 0

***

Preferred: two; penalty for the next structure: 0.352 eV.

***

one.
Entry from the OMol25 dataset: an isolated ion of composition C5H7N4 and charge +1 (ωB97M-V/def2-TZVPD).

Positions of all 16 atoms, in Å:
C  -1.50486  1.44116  -0.16757
N  -2.66477  0.75686  -0.02632
C  -2.69834  -0.53696  0.03549
N  -1.61482  -1.30124  0.04952
C  -0.37309  -0.73065  -0.06790
C  1.02057  -0.98833  -0.00872
C  1.78024  0.27173  -0.11321
N  0.71630  1.28161  0.31486
N  -0.44902  0.69963  -0.02841
H  -1.53066  2.57834  -0.15420
H  -3.61739  -1.05067  0.34260
H  -1.49457  -2.25920  0.10206
H  1.40032  -1.95032  0.12498
H  2.69052  0.32196  0.46730
H  2.03089  0.40051  -1.17946
H  0.73084  2.25642  0.22302

Kohn-Sham gap = 7.71 eV
SMILES = C1=NC=[NH+]C2=CCNN12
Highest occupied orbital energy = -12.45 eV
Charge = +1

***

two.
Entry from the OMol25 dataset: an isolated ion of composition C5H7N4 and charge +1 (ωB97M-V/def2-TZVPD).

Positions of all 16 atoms, in Å:
C  -2.86228  -0.03569  -0.06944
N  -2.05423  0.90672  0.17982
C  -0.80403  1.10103  0.02969
N  0.07016  1.90878  -0.00283
C  1.39283  1.91640  -0.08915
C  2.19406  0.84442  -0.00534
C  1.61519  -0.46729  0.09125
N  0.26378  -0.74660  0.03732
N  -0.08481  -2.00024  0.01602
H  -2.49449  -1.16495  -0.24187
H  -3.91544  0.16109  -0.21749
H  1.70527  2.98812  0.01975
H  3.22727  0.89688  -0.20297
H  2.23227  -1.44112  0.12598
H  0.66859  -2.71538  0.24743
H  -1.15412  -2.15216  0.08183

Kohn-Sham gap (alpha / beta) = 7.18 / 7.19 eV
SMILES = C=[N+]=C=N/C=C\C=N\N
Highest occupied orbital energy (alpha / beta) = -12.75 / -12.76 eV
Charge = +1

***

three.
Entry from the OMol25 dataset: an isolated ion of composition C5H7N4 and charge +1 (ωB97M-V/def2-TZVPD).

Positions of all 16 atoms, in Å:
C  1.10307  -1.14985  -2.06238
C  0.72605  -0.64737  -0.79431
C  -0.16828  -1.18399  0.15995
N  -0.50148  -0.17969  0.98858
N  -1.31746  0.29839  1.93629
C  -1.17135  1.64273  2.07098
N  -0.36410  2.10761  1.20803
C  0.16939  1.08076  0.55099
N  0.71626  0.73196  -0.57223
H  0.40030  -1.03184  -2.85681
H  2.02683  -0.58597  -2.53909
H  1.24929  -2.21708  -2.22678
H  -0.51794  -2.16630  0.08865
H  -1.99737  -0.17754  2.49428
H  -1.77080  2.19106  2.71719
H  1.41757  1.28713  -1.16334

Kohn-Sham gap = 9.76 eV
SMILES = Cc1cn2[nH+]cnc2[nH]1
Highest occupied orbital energy = -13.20 eV
Charge = +1

***

Preferred: three; penalty for the next structure: 0.991 eV.

***

one.
Entry from the OMol25 dataset: a 4-piece molecular cluster, C2H11NO5 overall (ωB97M-V/def2-TZVPD).

Positions of all 19 atoms, in Å:
C  -2.01026  1.40680  -0.28823
N  -1.04702  0.82456  0.65688
C  0.24153  1.17567  0.71153
O  1.11340  0.76987  1.46589
O  0.53075  2.14274  -0.21643
H  -2.33369  2.39517  0.03376
H  -1.61015  1.44277  -1.29230
H  -2.86471  0.73218  -0.26755
H  -1.45325  0.28938  1.40567
H  1.46489  2.01225  -0.42749
O  -0.13893  -1.79729  2.16289
H  -0.32865  -2.19299  1.30966
H  0.24203  -0.92165  2.01287
O  1.43144  -2.47853  -0.61974
H  1.26507  -3.09501  0.10537
H  2.03013  -1.87178  -0.15999
O  1.30325  -0.03344  -2.45359
H  0.48888  0.07819  -1.95740
H  1.67528  -0.87889  -2.18177

Kohn-Sham gap = 10.98 eV
SMILES = CNC(=O)O.O.O.O
Highest occupied orbital energy = -10.60 eV
Charge = 0

***

two.
Entry from the OMol25 dataset: a 4-piece molecular cluster, C2H11NO5 overall (ωB97M-V/def2-TZVPD).

Positions of all 19 atoms, in Å:
C  0.36286  -1.53546  -0.07253
N  -0.38393  -0.31360  -0.35944
C  -1.71363  -0.18996  -0.11253
O  -2.25931  0.89527  -0.17488
O  -2.42996  -1.31876  0.20740
H  0.71046  -1.92120  -1.09089
H  1.16313  -1.18605  0.58999
H  -0.12672  -2.42979  0.30922
H  0.03428  0.54899  -0.65115
H  -1.75281  -1.98819  0.42317
O  2.45584  -0.00570  1.59021
H  1.91459  0.55714  1.03741
H  3.20483  0.47434  1.94658
O  0.37741  2.53775  0.87078
H  -0.43952  2.27558  1.30766
H  0.62904  1.88422  0.21714
O  1.93098  -0.30243  -1.98479
H  2.86982  -0.21671  -1.80827
H  1.58481  0.04059  -2.80915

Kohn-Sham gap = 9.89 eV
SMILES = CNC(=O)O.O.O.O
Highest occupied orbital energy = -9.76 eV
Charge = 0

***

Preferred: one; penalty for the next structure: 1.317 eV.